C3H43F3NO23P | ωB97M-V/def2-TZVPD

Structure (XYZ):
```
74
Properties=species:S:1:pos:R:3:lowdin_charge:R:1
N -0.569 -1.455 1.203 -0.25
P -1.814 -0.555 0.832 0.83
O -3.060 -1.594 0.349 -0.11
C -3.131 -1.702 -0.984 -0.65
O -3.891 -1.093 -1.623 0.18
O -2.309 -2.609 -1.597 0.07
C -1.095 -1.967 -2.035 -0.13
O -0.816 -2.505 -3.323 0.10
C 0.315 -2.032 -3.873 -0.78
F 0.075 -1.229 -4.892 0.18
F 1.112 -1.401 -3.042 0.20
F 0.976 -3.047 -4.366 0.21
H -0.828 -2.434 1.094 -0.01
H -1.401 0.293 -0.200 0.00
H -2.216 0.273 1.907 0.05
H -0.334 -2.199 -1.288 0.13
H -1.303 -0.896 -2.093 0.13
O -2.417 1.420 -1.807 -0.06
H -3.134 0.772 -1.823 0.01
H -2.876 2.268 -1.823 0.06
O 0.134 -2.576 4.415 -0.06
H 0.060 -2.313 3.483 0.01
H 1.086 -2.565 4.584 0.03
O -0.639 0.976 -6.607 -0.06
H -0.704 0.642 -7.511 0.03
H -0.670 0.184 -6.059 0.00
O -0.333 2.138 0.500 -0.10
H -0.413 2.387 -0.429 0.01
H 0.623 2.140 0.658 0.04
O -1.555 4.616 1.643 -0.08
H -1.238 3.868 1.112 -0.02
H -2.188 5.061 1.071 0.02
O 2.887 -0.892 5.044 -0.08
H 2.420 -0.151 4.636 0.04
H 2.994 -0.626 5.965 0.03
O 0.073 -5.307 -2.684 -0.05
H -0.714 -5.855 -2.601 0.04
H -0.270 -4.417 -2.834 -0.01
O 2.224 -0.275 2.515 -0.07
H 3.114 -0.574 2.733 0.03
H 1.921 -0.898 1.841 0.02
O 1.299 -1.229 7.029 -0.05
H 0.892 -1.442 7.877 0.06
H 0.648 -1.517 6.375 0.03
O -3.307 -2.912 2.812 -0.06
H -3.704 -3.094 3.671 0.05
H -3.972 -3.198 2.176 0.03
O -0.348 4.742 -1.101 -0.05
H -0.740 5.153 -1.879 0.04
H -0.104 5.485 -0.536 0.05
O 2.026 1.988 -0.686 -0.05
H 2.763 2.560 -0.918 0.04
H 2.208 1.173 -1.162 0.03
O 3.575 1.539 -2.740 -0.05
H 3.891 0.798 -3.273 0.07
H 2.935 1.984 -3.312 0.07
O 5.791 2.537 -4.471 -0.06
H 4.994 2.614 -3.932 -0.01
H 6.489 2.346 -3.836 0.04
O -1.990 -0.339 4.725 -0.06
H -1.157 -0.824 4.719 -0.01
H -1.950 0.198 5.526 0.02
O 5.989 -1.032 5.749 -0.06
H 5.038 -1.054 5.580 -0.01
H 6.379 -0.895 4.879 0.03
O 0.271 1.784 -9.522 -0.06
H -0.132 2.505 -10.018 0.04
H 0.441 2.164 -8.651 0.03
O -0.790 1.167 7.685 -0.05
H 0.051 0.694 7.688 0.01
H -0.766 1.701 8.486 0.04
O -5.787 0.461 -3.468 -0.06
H -5.885 0.269 -4.407 0.04
H -5.144 -0.187 -3.159 -0.01
```

Computed properties:
Net charge = 0
Orbital gap = 0.32775 Eh
Electronic energy = -2566.28767 a.u.